Record 1
Density functional theory data (wB97M-V/def2-TZVPD) for 10 unconnected molecules or ions with the total composition C5H32N2O10.

The geometry in XYZ format:
```
49
Properties=species:S:1:pos:R:3
C -2.265 0.101 -1.662
C -1.143 0.156 -0.677
C -0.779 -1.233 -0.150
C -1.897 -1.786 0.697
N -1.209 -1.901 2.122
N -0.043 0.797 -1.411
C 1.311 0.718 -0.860
O 1.405 1.155 0.394
H -2.828 0.971 -1.732
H -2.010 -0.274 -2.639
H -3.006 -0.631 -1.210
H -1.577 0.716 0.236
H -0.381 -1.827 -1.005
H 0.299 -1.412 0.435
H -2.140 -2.704 0.144
H -2.792 -1.118 0.856
H -0.248 -2.380 2.005
H -1.728 -2.043 2.926
H -0.199 1.853 -1.558
H 1.516 -0.400 -0.783
H 2.231 1.013 -1.490
H 1.661 2.083 0.573
O 2.820 -0.794 2.171
H 2.334 -0.056 2.560
H 3.107 -0.472 1.319
O 1.207 3.707 1.891
H 0.402 3.802 1.376
H 1.094 3.098 2.619
O -0.186 -2.464 -3.159
H -1.105 -2.113 -2.813
H -0.197 -1.876 -4.028
O 1.934 2.999 -2.601
H 2.547 2.347 -2.713
H 1.390 2.650 -3.386
O -0.990 3.455 -0.330
H -0.742 2.605 -0.184
H -0.344 3.664 -1.122
O 0.857 0.067 3.557
H 0.518 0.525 4.347
H 0.716 -0.880 3.607
O 2.353 -1.441 -2.710
H 2.602 -2.269 -2.388
H 1.526 -1.151 -2.445
O -3.685 1.197 1.800
H -4.182 0.358 1.942
H -2.752 0.877 1.997
O 1.110 -3.166 1.182
H 1.688 -3.858 0.717
H 1.798 -2.669 1.583
```

Computed properties:
Largest force on an atom, eV/A: 5.786
LUMO energy, eV: 0.234
HOMO, eV: -8.8
Relative energy (zero: lowest compared OMol25 entry of this formula, charge and spin), kcal per mole: 148.4
Total charge: 0
SMILES string: C[C@@H](CCN)NCO.O.O.O.O.O.O.O.O.O

Results of the Mulliken charge analysis, in e, for atoms 1 through 6:
1. C -1.89
2. C 1.53
3. C 0.86
4. C -0.63
5. N -0.29
6. N 0.00

Record 2
Density functional theory data (wB97M-V/def2-TZVPD) for 14 unconnected molecules or ions with the total composition C24H76N12O14.

The geometry in XYZ format:
```
126
Properties=species:S:1:pos:R:3
C 3.375 -3.029 0.152
O 3.379 -3.267 -1.264
H 4.326 -2.908 0.654
H 2.900 -3.916 0.506
H 2.714 -2.181 0.489
H 4.058 -3.963 -1.466
C 0.963 2.673 3.905
O -0.489 2.904 4.005
H 1.264 1.778 3.369
H 1.248 2.491 4.904
H 1.551 3.476 3.549
H -0.795 3.067 3.121
C -1.475 -3.642 3.455
O -2.822 -3.980 3.507
H -1.272 -2.691 3.896
H -1.163 -3.610 2.379
H -0.781 -4.337 3.909
H -3.260 -3.416 4.114
C 2.057 3.288 -0.566
O 1.195 2.898 0.424
N 2.628 4.470 -0.565
N 2.469 2.556 -1.547
H 2.263 5.149 0.051
H 3.472 4.765 -0.947
H 2.028 1.648 -1.690
H 3.200 2.928 -2.248
C 0.492 -0.199 0.302
O 1.199 0.045 -0.864
N 0.088 0.651 1.239
N 0.228 -1.363 0.736
H 0.450 1.611 1.022
H -0.245 0.425 2.240
H 0.454 -2.164 -0.015
H -0.658 -1.463 1.203
C 0.253 -3.094 -1.997
O -0.621 -4.003 -2.537
N 0.498 -1.898 -2.479
N 0.779 -3.369 -0.889
H 0.094 -1.656 -3.358
H 0.965 -1.249 -1.924
H 0.507 -4.337 -0.612
H 1.791 -3.072 -0.891
C -3.392 -1.066 2.219
O -2.231 -1.419 1.605
N -4.607 -1.215 1.792
N -3.313 -0.374 3.303
H -4.795 -1.736 0.901
H -5.477 -1.008 2.343
H -2.282 -0.110 3.490
H -4.012 0.336 3.362
C 0.333 -0.752 4.222
O -0.783 -0.003 3.908
N 0.999 -1.278 3.237
N 0.846 -0.806 5.378
H 0.743 -1.039 2.236
H 1.851 -1.863 3.339
H 0.464 -0.099 6.010
H 1.797 -1.141 5.547
C -2.385 3.251 1.016
O -3.638 3.760 0.893
N -2.211 1.928 0.987
N -1.245 3.955 1.183
H -2.980 1.315 0.886
H -1.232 1.486 1.005
H -1.279 4.941 1.005
H -0.300 3.542 1.068
C -2.613 -3.601 -0.334
C -2.346 -5.128 -0.546
C -2.995 -5.965 0.574
O -2.828 -5.562 -1.633
H -3.623 -3.419 0.089
H -2.516 -3.027 -1.283
H -1.804 -3.276 0.271
H -1.272 -5.269 -0.645
H -2.759 -5.539 1.507
H -2.478 -6.931 0.601
H -4.101 -5.941 0.468
H -2.169 -5.736 -2.321
C -4.895 1.275 -0.965
C -4.090 0.472 -1.927
C -2.843 -0.321 -1.391
O -4.767 -0.275 -2.679
H -5.175 0.862 0.046
H -5.834 1.538 -1.458
H -4.444 2.222 -0.577
H -3.651 1.198 -2.594
H -2.072 0.270 -0.835
H -2.188 -0.846 -2.031
H -3.204 -1.069 -0.717
H -4.202 -0.261 -3.482
C 3.919 -0.713 -4.988
C 3.274 0.643 -5.059
C 2.047 0.736 -4.173
O 3.999 1.490 -4.641
H 3.418 -1.398 -4.342
H 4.895 -0.605 -4.545
H 3.936 -1.179 -5.971
H 3.045 0.893 -6.162
H 2.244 0.661 -3.094
H 1.485 -0.175 -4.290
H 1.287 1.434 -4.399
H 4.102 2.138 -5.324
C 5.071 2.261 1.220
C 4.029 1.955 2.321
C 3.518 0.502 2.462
O 4.492 2.091 3.459
H 4.732 2.203 0.193
H 5.808 1.432 1.403
H 5.561 3.165 1.506
H 3.205 2.688 2.221
H 4.260 -0.379 2.529
H 2.954 0.216 1.612
H 2.803 0.327 3.310
H 3.771 1.829 3.945
C -1.237 2.625 -2.039
C -0.911 4.035 -2.743
C 0.156 4.117 -3.753
O -1.936 4.626 -3.203
H -0.332 2.263 -1.516
H -1.352 1.990 -2.868
H -2.112 2.565 -1.385
H -0.661 4.669 -1.912
H -0.066 3.516 -4.631
H 1.158 3.834 -3.441
H 0.366 5.151 -4.131
H -2.236 4.099 -3.918
```

Computed properties:
Largest force on an atom, eV/A: 16.237
LUMO energy, eV: -0.086
HOMO, eV: -8.3
Relative energy (zero: lowest compared OMol25 entry of this formula, charge and spin), kcal per mole: 79.5
Total charge: 0

Results of the Mulliken charge analysis, in e, for atoms 1 through 6:
1. C -1.35
2. O -0.57
3. H 0.42
4. H 0.45
5. H 0.35
6. H 0.30

Record 3
Density functional theory data (wB97M-V/def2-TZVPD) for a molecular structure, C5H8N2O.

The geometry in XYZ format:
```
16
Properties=species:S:1:pos:R:3
C 0.600 0.619 -0.651
C -0.528 1.457 -1.230
C 1.158 1.034 0.550
N -0.618 -1.524 1.929
O 0.434 -1.368 0.962
N 1.653 1.794 1.330
C -0.021 -1.174 -0.367
C -0.699 -1.863 -1.170
H 1.385 0.302 -1.337
H -1.412 -1.942 1.431
H -0.240 -2.260 2.525
H 1.729 1.703 2.336
H -0.260 2.511 -1.290
H -0.765 1.073 -2.222
H -1.416 1.352 -0.608
H -1.000 -1.713 -2.186
```

Computed properties:
Largest force on an atom, eV/A: 2.537
LUMO energy (alpha / beta), eV: -0.106 / -0.110
HOMO (alpha / beta), eV: -7.3 / -7.3
Relative energy (zero: lowest compared OMol25 entry of this formula, charge and spin), kcal per mole: 185.5
Total charge: 0

Results of the Mulliken charge analysis, in e, for atoms 1 through 6:
1. C 0.02
2. C -1.25
3. C 0.41
4. N -0.53
5. O -0.29
6. N -0.41

Record 4
Density functional theory data (wB97M-V/def2-TZVPD) for a molecular structure, C40H51FNO8OsSSiTe.

The geometry in XYZ format:
```
105
Properties=species:S:1:pos:R:3
Os -0.098 2.070 0.297
C 0.031 5.746 1.923
Te 1.318 4.050 1.733
C 2.002 5.083 -0.012
C 1.732 6.537 0.273
C 2.415 7.551 -0.387
C 2.136 8.881 -0.110
C 1.172 9.204 0.833
C 0.488 8.197 1.497
C 0.762 6.863 1.222
H -0.162 5.962 2.970
H -0.915 5.514 1.433
H 1.408 4.711 -0.847
H 3.051 4.868 -0.193
H 3.174 7.297 -1.118
H 2.679 9.664 -0.622
H 0.959 10.241 1.060
H -0.260 8.448 2.240
O -1.042 3.619 -0.678
C -2.036 3.580 0.121
O -1.882 2.739 1.070
C -3.234 4.390 -0.055
C -3.294 5.295 -1.107
C -4.451 6.035 -1.349
C -5.512 5.808 -0.507
O -6.738 6.390 -0.539
C -7.515 5.744 0.474
O -6.643 4.888 1.209
C -5.449 4.902 0.544
C -4.325 4.173 0.805
H -2.433 5.405 -1.751
H -4.520 6.739 -2.166
H -8.299 5.149 0.000
H -7.932 6.497 1.141
H -4.272 3.448 1.604
O 1.834 1.623 -0.311
N 2.648 0.615 0.028
C 3.021 0.442 1.301
C 3.906 -0.557 1.629
C 4.382 -1.398 0.637
C 3.943 -1.217 -0.663
C 3.053 -0.207 -0.945
H 2.582 1.122 2.014
H 4.183 -0.689 2.665
H 5.050 -2.212 0.880
H 4.236 -1.883 -1.458
H 2.626 -0.013 -1.915
C -0.941 -4.271 -1.841
C -0.992 -5.002 -0.501
C -2.008 -4.344 0.427
C -1.351 -6.468 -0.714
O 0.290 -5.003 0.132
Si 1.448 -3.818 0.217
S 0.731 -1.935 0.518
O 2.493 -4.404 1.372
C 2.227 -4.928 2.672
C 3.488 -4.668 3.488
C 1.032 -4.241 3.326
C 1.977 -6.429 2.549
O 2.387 -3.873 -1.161
C 3.226 -4.915 -1.664
C 4.613 -4.801 -1.030
C 3.315 -4.684 -3.169
C 2.656 -6.305 -1.395
H -1.920 -4.309 -2.324
H -0.209 -4.738 -2.503
H -0.662 -3.227 -1.693
H -3.006 -4.375 -0.015
H -1.725 -3.308 0.614
H -2.034 -4.876 1.381
H -2.352 -6.563 -1.139
H -1.325 -6.998 0.240
H -0.639 -6.944 -1.390
H 3.658 -3.592 3.574
H 4.352 -5.118 2.994
H 3.400 -5.089 4.491
H 1.170 -3.159 3.328
H 0.917 -4.594 4.353
H 0.115 -4.457 2.777
H 2.859 -6.927 2.142
H 1.133 -6.607 1.882
H 1.755 -6.863 3.527
H 5.088 -3.857 -1.311
H 5.260 -5.612 -1.373
H 4.526 -4.847 0.054
H 3.721 -3.692 -3.378
H 2.321 -4.745 -3.614
H 3.960 -5.428 -3.642
H 2.575 -6.494 -0.325
H 3.307 -7.061 -1.838
H 1.662 -6.400 -1.831
F -6.039 2.551 -2.807
C -4.881 2.046 -2.319
C -3.710 2.258 -3.020
C -2.527 1.758 -2.498
C -2.497 1.056 -1.291
C -1.209 0.601 -0.684
C -3.709 0.847 -0.634
C -4.906 1.336 -1.137
H -3.735 2.808 -3.951
H -1.598 1.933 -3.029
H -0.531 0.179 -1.434
H -1.379 -0.192 0.049
H -3.711 0.295 0.299
H -5.846 1.178 -0.625
```

Computed properties:
Largest force on an atom, eV/A: 1.059
LUMO energy (alpha / beta), eV: -0.544 / -0.857
HOMO (alpha / beta), eV: -6.8 / -6.8
Relative energy (zero: lowest compared OMol25 entry of this formula, charge and spin), kcal per mole: 64.2
Total charge: 0
2S+1: 2

Results of the Mulliken charge analysis, in e, for atoms 1 through 6:
1. Os 0.99
2. C -0.53
3. Te 0.01
4. C -0.90
5. C 0.61
6. C -0.72

Record 5
Density functional theory data (wB97M-V/def2-TZVPD) for C13H10N4O2S in the gas phase.

The geometry in XYZ format:
```
30
Properties=species:S:1:pos:R:3
O 1.022 -2.573 -1.702
C 0.435 -1.822 -0.956
N -0.841 -1.415 -1.099
C -1.646 -1.778 -2.244
C -1.803 -0.616 -3.192
C -0.683 -0.046 -3.790
C -0.863 1.032 -4.641
N -2.047 1.551 -4.918
C -3.110 1.008 -4.353
C -3.046 -0.070 -3.482
C 1.046 -1.233 0.270
N 0.456 -0.392 1.071
C 1.411 -0.151 2.018
C 1.213 0.729 3.125
C 2.105 1.038 4.119
C 1.574 1.944 5.053
C 0.295 2.308 4.758
S -0.293 1.556 3.335
N 2.520 -0.819 1.787
O 2.285 -1.520 0.656
H -1.200 -0.741 -0.438
H -1.121 -2.598 -2.744
H -2.625 -2.128 -1.902
H 0.301 -0.444 -3.597
H -0.020 1.505 -5.127
H -4.058 1.462 -4.608
H -3.945 -0.477 -3.045
H 3.094 0.621 4.156
H 2.115 2.310 5.906
H -0.341 2.980 5.299
```

Computed properties:
Largest force on an atom, eV/A: 1.339
LUMO energy, eV: -0.043
HOMO, eV: -9.1
Relative energy (zero: lowest compared OMol25 entry of this formula, charge and spin), kcal per mole: 39.1
Total charge: 0
SMILES string: O=C(NCc1ccncc1)c1nc(-c2cccs2)no1

Results of the Mulliken charge analysis, in e, for atoms 1 through 6:
1. O -0.62
2. C 0.01
3. N -0.14
4. C -1.12
5. C 0.77
6. C -0.17

Record 6
Density functional theory data (wB97M-V/def2-TZVPD) for C5H5F in the gas phase.

The geometry in XYZ format:
```
11
Properties=species:S:1:pos:R:3
C -0.894 1.500 0.522
C 0.207 2.078 0.907
C 1.430 1.313 0.881
C 2.008 0.205 0.532
C -1.395 0.349 -0.149
F 0.206 3.332 1.511
H 3.016 0.196 0.711
H 1.380 -0.669 0.050
H -1.592 -0.325 0.562
H -0.806 -0.191 -0.881
H -2.311 0.562 -0.810
```

Computed properties:
Largest force on an atom, eV/A: 4.116
LUMO energy (alpha / beta), eV: 0.817 / -1.539
HOMO (alpha / beta), eV: -7.9 / -9.1
Relative energy (zero: lowest compared OMol25 entry of this formula, charge and spin), kcal per mole: 2.5
Total charge: 0
2S+1: 3

Results of the Mulliken charge analysis, in e, for atoms 1 through 6:
1. C 0.12
2. C 0.36
3. C 0.05
4. C -0.62
5. C -1.06
6. F -0.26